# C10H29N5O2PbSi

A molecular structure, C10H29N5O2PbSi (the ωB97M-V functional and the def2-TZVPD basis, OMol25).

Values from the calculation:
Net charge: +2
Frontier orbital gap (spin up / spin down): 9.21 / 6.03 eV
Strongest force on any atom: 0.2 eV/Å
HOMO level (spin up / spin down): -15.1 / -14.1 eV
ΔE to the lowest compared entry with this formula, charge and spin: 0.0 kcal/mol

Last column: Mulliken charge in e.
Element x y z (Å)
1 Pb -0.217 0.343 -0.588  1.34
2 N -1.769 2.849 -1.302  -0.48
3 C -0.971 3.648 -0.410  -0.55
4 C -0.143 2.549 1.646  -0.82
5 N -0.230 1.094 1.859  0.37
6 C 0.943 0.548 2.585  -0.69
7 C 2.234 0.739 1.817  -0.91
8 N 2.135 0.117 0.486  -0.40
9 C -1.484 0.716 2.550  -0.83
10 C -2.699 0.896 1.663  -0.68
11 N -2.568 0.047 0.469  -0.50
12 H -1.611 3.089 -2.274  0.26
13 H -2.762 2.940 -1.130  0.24
14 H -1.575 4.129 0.360  0.40
15 H -0.385 4.400 -0.932  0.36
16 H -1.043 3.039 2.017  0.50
17 H 0.716 2.969 2.167  0.36
18 H 0.758 -0.517 2.742  0.45
19 H 1.023 1.008 3.575  0.35
20 H 3.053 0.318 2.404  0.52
21 H 2.465 1.794 1.681  0.36
22 H 2.354 -0.874 0.540  0.18
23 H 2.818 0.525 -0.145  0.31
24 H -1.600 1.298 3.469  0.37
25 H -1.402 -0.331 2.847  0.43
26 H -2.797 1.935 1.341  0.28
27 H -3.596 0.661 2.239  0.49
28 H -3.287 0.261 -0.216  0.25
29 H -2.706 -0.926 0.730  0.27
30 O 2.976 3.967 -1.332  -0.22
31 N 2.847 3.005 -0.740  0.19
32 O -0.015 2.773 0.247  -0.35
33 C 2.165 -2.172 -2.178  -0.83
34 Si 0.525 -3.001 -1.854  -0.10
35 C -0.743 -2.529 -3.139  -0.92
36 C 0.706 -4.846 -1.671  -0.97
37 C -0.150 -2.416 -0.185  -1.08
38 H 2.586 -2.579 -3.101  0.38
39 H 2.903 -2.364 -1.395  0.35
40 H 2.086 -1.092 -2.332  0.24
41 H -0.452 -2.930 -4.112  0.35
42 H -0.844 -1.447 -3.269  0.30
43 H -1.727 -2.939 -2.907  0.34
44 H 1.075 -5.241 -2.623  0.32
45 H -0.241 -5.339 -1.454  0.34
46 H 1.425 -5.120 -0.899  0.34
47 H 0.432 -2.402 0.737  0.56
48 H -1.207 -2.589 0.017  0.52